#1
DFT (wB97M-V/def2-TZVPD) results for a structure of composition C5H11N3O.

- orbital gap (eV) = 9.44
- molecular weight (g mol⁻¹) = 129.16
- lowest unoccupied orbital energy (eV) = 0.83

XYZ file:
```
20
C5H11N3O, DFT wB97M-V/def2-TZVPD
C -0.235 0.932 1.251
N 0.903 -1.409 0.567
N -0.174 0.067 0.099
C -1.373 -0.307 -0.561
N -1.954 0.771 -1.227
C 1.164 -0.363 -0.472
C -1.785 -1.569 -0.656
C 2.343 0.467 -0.187
O 1.598 -1.139 1.612
H 2.459 -0.065 1.044
H -1.769 1.683 -0.837
H -2.917 0.638 -1.492
H 1.033 -0.774 -1.469
H 0.350 0.475 2.063
H -1.269 1.034 1.575
H 0.208 1.907 1.035
H -1.212 -2.366 -0.216
H -2.680 -1.818 -1.203
H 2.176 1.524 -0.016
H 3.135 0.314 -0.910
```

#2
DFT (wB97M-V/def2-TZVPD) results for a cluster of 2 separate species, C5H11N3O in total.

- orbital gap (eV) = 10.48
- molecular weight (g mol⁻¹) = 129.16
- lowest unoccupied orbital energy (eV) = 0.99
- SMILES = [H]/N=C(\N)OC(C)C.C#N

XYZ file:
```
20
C5H11N3O, DFT wB97M-V/def2-TZVPD
H -2.559 -0.725 -0.929
N -1.729 -0.299 -0.530
C -0.662 -0.847 -0.909
N -0.448 -2.101 -1.412
O 0.637 -0.292 -0.299
C 0.659 0.466 0.946
C 0.021 1.839 0.780
C 0.033 -0.340 2.073
H 0.387 -2.256 -1.954
H -1.264 -2.591 -1.744
H 1.732 0.576 1.138
H -1.032 1.730 0.533
H 0.131 2.404 1.704
H 0.508 2.398 -0.018
H 0.483 -1.330 2.133
H 0.184 0.176 3.021
H -1.037 -0.442 1.906
C 1.291 0.466 -1.977
N 0.529 0.120 -2.806
H 2.135 1.047 -1.656
```

#3
DFT (wB97M-V/def2-TZVPD) results for a structure of composition C5H11N3O.

- orbital gap (eV) = 6.83
- molecular weight (g mol⁻¹) = 129.16
- lowest unoccupied orbital energy (eV) = -0.12

XYZ file:
```
20
C5H11N3O, DFT wB97M-V/def2-TZVPD
C 1.252 0.464 -0.351
C -2.253 0.023 0.910
N 0.016 1.047 -0.838
N 2.073 1.220 0.458
N 1.943 -0.286 -1.291
C 0.232 -1.035 0.781
C -0.913 0.113 -1.276
C -1.446 -0.635 -0.200
O 0.701 -2.128 0.557
H -0.357 1.639 -0.106
H 2.858 1.689 0.025
H 1.630 1.751 1.191
H 2.690 -0.810 -0.852
H 1.337 -0.935 -1.782
H 0.137 -0.677 1.843
H -0.623 -0.417 -2.175
H -1.870 -1.597 -0.487
H -3.237 0.306 0.537
H -2.393 -0.659 1.752
H -1.778 0.925 1.302
```

The relative energies come out as #1 60.9; #2 0.0; #3 36.3, with values in kcal/mol.

#1
DFT (wB97M-V/def2-TZVPD) results for a structure of composition C5H11N3O.

- orbital gap (eV) = 9.05
- molecular weight (g mol⁻¹) = 129.16
- lowest unoccupied orbital energy (eV) = 0.97

XYZ file:
```
20
C5H11N3O, DFT wB97M-V/def2-TZVPD
C -2.098 0.824 -1.080
C -0.198 -1.848 0.358
N -1.578 0.657 0.261
C 0.753 0.581 0.157
C -0.052 -0.405 0.202
N 0.887 1.883 -0.238
C 3.227 -0.604 0.121
O -2.521 -0.133 0.964
N 2.318 -0.015 0.752
H -2.492 0.207 1.868
H 1.839 2.204 -0.107
H 0.158 2.472 0.140
H -3.027 1.403 -1.047
H -1.348 1.350 -1.667
H -2.323 -0.138 -1.555
H -1.232 -2.119 0.118
H 0.501 -2.368 -0.295
H -0.047 -2.162 1.394
H 3.057 -0.903 -0.933
H 4.176 -0.887 0.586
```

#2
DFT (wB97M-V/def2-TZVPD) results for a cluster of 2 separate species, C5H11N3O in total.

- orbital gap (eV) = 9.13
- molecular weight (g mol⁻¹) = 129.16
- lowest unoccupied orbital energy (eV) = 0.87
- SMILES = C=C(C)ON.CN=C=N

XYZ file:
```
20
C5H11N3O, DFT wB97M-V/def2-TZVPD
C 1.784 -0.327 1.085
C 0.607 -0.623 0.531
C -0.404 -1.584 1.055
O 0.622 -0.604 -1.098
N 0.222 -1.763 -1.803
H 2.523 0.278 0.582
H 1.994 -0.647 2.095
H -0.444 -2.485 0.442
H -0.121 -1.878 2.065
H -1.414 -1.175 1.035
H 0.983 -2.002 -2.433
H -0.582 -1.502 -2.372
C -1.090 2.077 1.026
N -0.546 1.093 0.137
C -0.416 1.092 -1.109
N -0.407 1.637 -2.220
H -1.086 3.070 0.568
H -2.114 1.834 1.323
H -0.475 2.095 1.931
H 0.361 1.414 -2.841
```

The relative energies come out as #1 8.6; #2 0.0, with values in kcal/mol.

#1
DFT (wB97M-V/def2-TZVPD) results for a cluster of 2 separate species, C7H17NO in total.

- orbital gap (eV) = 9.52
- molecular weight (g mol⁻¹) = 131.22
- lowest unoccupied orbital energy (eV) = 0.60
- SMILES = CC(C)(C)C.CC(N)=O

XYZ file:
```
26
C7H17NO, DFT wB97M-V/def2-TZVPD
C 0.464 -0.347 -1.111
C 1.527 0.017 -0.070
C 1.689 1.539 -0.083
C 2.768 -0.667 -0.458
C 1.166 -0.489 1.331
H -0.440 0.206 -0.908
H 0.848 0.079 -2.094
H 0.243 -1.399 -1.168
H 2.536 1.876 0.556
H 1.786 1.920 -1.114
H 0.796 2.026 0.271
H 3.605 -0.660 0.222
H 3.179 -0.273 -1.374
H 2.544 -1.729 -0.741
H 1.279 -1.583 1.307
H 1.789 -0.188 2.195
H 0.106 -0.320 1.543
C -1.920 1.367 0.203
C -1.906 -0.166 0.207
N -2.934 -0.602 -0.547
O -1.023 -0.906 0.735
H -1.298 1.770 1.072
H -2.866 1.871 0.268
H -1.377 1.951 -0.566
H -2.959 -1.620 -0.956
H -3.776 0.014 -0.693
```

#2
DFT (wB97M-V/def2-TZVPD) results for a cluster of 2 separate species, C7H17NO in total.

- orbital gap (eV) = 9.81
- molecular weight (g mol⁻¹) = 131.22
- lowest unoccupied orbital energy (eV) = 0.87
- SMILES = C=CC[C@@H](C)NCC.O

XYZ file:
```
26
C7H17NO, DFT wB97M-V/def2-TZVPD
C -0.923 1.640 2.219
C -0.129 0.623 1.787
C 1.311 0.410 1.429
C 1.256 -0.182 -0.119
C 2.074 -1.453 -0.438
N -0.211 -0.373 -0.520
C -0.862 0.672 -1.367
C 0.031 1.390 -2.433
H -0.530 2.600 2.128
H -2.083 1.491 2.408
H -0.633 -0.364 1.823
H 1.820 -0.218 2.181
H 1.862 1.374 1.398
H 1.642 0.669 -0.728
H 1.182 -2.202 -0.413
H 2.469 -1.494 -1.401
H 2.924 -1.815 0.230
H -0.215 -1.267 -0.967
H -1.424 1.366 -0.679
H -1.781 0.285 -1.902
H 1.056 1.736 -2.048
H 0.480 0.704 -3.160
H -0.544 2.169 -2.815
O -2.206 -2.155 0.085
H -1.364 -2.298 -0.281
H -2.298 -1.483 0.718
```

#3
DFT (wB97M-V/def2-TZVPD) results for a cluster of 2 separate species, C7H17NO in total.

- orbital gap (eV) = 10.38
- molecular weight (g mol⁻¹) = 131.22
- lowest unoccupied orbital energy (eV) = 0.73
- SMILES = CC(N)=O.CCCCC

XYZ file:
```
26
C7H17NO, DFT wB97M-V/def2-TZVPD
C -2.581 0.242 -0.927
C -2.500 -0.961 0.032
N -2.268 -0.731 1.338
O -2.679 -2.085 -0.457
H -2.055 -0.145 -1.817
H -2.244 1.210 -0.502
H -3.687 0.335 -1.176
H -1.706 -1.533 1.879
H -1.708 0.167 1.706
C 3.355 -1.184 -0.108
C 1.754 -1.157 -0.003
C 1.411 0.260 -0.213
C -0.048 0.730 0.242
C -0.423 2.226 0.120
H 3.514 -1.231 -1.179
H 3.885 -0.213 0.373
H 3.796 -2.214 0.419
H 1.426 -1.275 1.069
H 1.442 -1.836 -0.815
H 2.233 0.776 0.343
H 1.408 0.587 -1.198
H -0.101 0.286 1.291
H -0.739 0.106 -0.452
H -0.352 2.375 -0.953
H -1.520 2.523 0.297
H 0.385 2.742 0.692
```

The relative energies come out as #1 0.0; #2 26.3; #3 14.5, with values in kcal/mol.

#1
DFT (wB97M-V/def2-TZVPD) results for a cluster of 2 separate species, C7H17NO in total.

- orbital gap (eV) = 9.84
- molecular weight (g mol⁻¹) = 131.22
- lowest unoccupied orbital energy (eV) = 0.80
- SMILES = CCN(C)C(C)=O.CC

XYZ file:
```
26
C7H17NO, DFT wB97M-V/def2-TZVPD
C 0.916 -0.269 1.277
C -0.683 -0.363 1.057
N -1.432 0.832 0.797
C -2.846 0.510 0.455
C -0.913 1.937 0.170
C 0.284 2.755 0.601
O -1.374 2.336 -0.907
H 1.070 0.214 0.256
H 1.194 -1.320 1.176
H 1.388 0.039 2.221
H -0.806 -1.143 0.295
H -1.156 -0.674 2.016
H -3.376 0.210 1.373
H -3.437 1.394 0.127
H -2.797 -0.125 -0.416
H 1.105 2.373 -0.002
H -0.038 3.759 0.298
H 0.627 2.821 1.633
C 2.403 -3.159 -2.328
C 2.744 -3.453 -0.848
H 1.725 -3.972 -2.721
H 1.790 -2.323 -2.554
H 3.309 -3.266 -2.872
H 2.393 -2.576 -0.295
H 3.845 -3.498 -0.773
H 2.392 -4.409 -0.455
```

#2
DFT (wB97M-V/def2-TZVPD) results for a structure of composition C7H17NO.

- orbital gap (eV) = 9.64
- molecular weight (g mol⁻¹) = 131.22
- lowest unoccupied orbital energy (eV) = 0.78

XYZ file:
```
26
C7H17NO, DFT wB97M-V/def2-TZVPD
C -0.710 -0.289 -0.524
C 1.400 0.992 -0.058
C 0.016 1.071 -0.718
C -0.218 -0.909 0.806
C -2.236 -0.095 -0.560
C 2.414 0.135 -0.640
C -0.779 -0.297 2.086
N -0.260 -1.185 -1.604
O 1.910 2.211 0.444
H 1.292 2.563 1.095
H 1.131 -1.387 0.504
H -0.647 -2.114 -1.471
H -0.586 -0.846 -2.502
H 0.093 1.321 -1.778
H -0.554 1.851 -0.206
H -0.503 -1.964 0.809
H 1.016 0.245 0.829
H -2.580 0.581 0.223
H -2.744 -1.053 -0.437
H -2.535 0.330 -1.521
H 2.071 -1.037 -0.034
H 2.337 -0.027 -1.708
H 3.428 0.325 -0.298
H -0.243 -0.682 2.953
H -0.676 0.789 2.084
H -1.837 -0.528 2.225
```

The relative energies come out as #1 0.0; #2 41.4, with values in kcal/mol.

#1
DFT (wB97M-V/def2-TZVPD) results for a structure of composition C7H17NO.

- orbital gap (eV) = 8.15
- molecular weight (g mol⁻¹) = 131.22
- lowest unoccupied orbital energy (eV) = 0.86

XYZ file:
```
26
C7H17NO, DFT wB97M-V/def2-TZVPD
C -0.038 0.317 0.670
C -0.570 -0.229 -0.565
C 1.283 -0.083 -1.318
C -1.790 0.289 1.751
C 0.369 1.766 0.796
C -0.917 -1.700 -0.628
C 2.605 -0.434 -0.684
N -1.373 0.567 -1.377
O 0.740 -0.528 1.467
H 0.100 -1.094 1.926
H -1.845 0.102 -2.139
H -1.921 1.293 -0.939
H 1.288 0.924 -1.736
H 1.047 -0.783 -2.122
H -0.055 2.406 0.020
H -2.322 -0.666 1.763
H -2.424 1.063 1.313
H -1.542 0.551 2.785
H 1.456 1.857 0.768
H 0.057 2.155 1.767
H -1.002 -2.030 -1.668
H -0.159 -2.297 -0.124
H -1.879 -1.876 -0.141
H 2.950 0.344 0.000
H 3.385 -0.539 -1.450
H 2.557 -1.376 -0.137
```

#2
DFT (wB97M-V/def2-TZVPD) results for the molecule C7H17NO.

- orbital gap (eV) = 9.50
- molecular weight (g mol⁻¹) = 131.22
- lowest unoccupied orbital energy (eV) = 0.73
- SMILES = CC(C)(O)C(C)(C)CN

XYZ file:
```
26
C7H17NO, DFT wB97M-V/def2-TZVPD
C -0.694 -0.349 -1.832
C -0.769 0.250 -0.417
C -2.156 -0.078 0.166
O -0.706 1.679 -0.579
C 0.426 -0.200 0.522
C 0.439 0.623 1.837
C 0.298 -1.690 0.917
C 1.818 -0.030 -0.169
N 2.126 1.330 -0.605
H 0.179 0.019 -2.382
H -0.670 -1.442 -1.821
H -1.561 -0.038 -2.428
H -2.366 -1.152 0.134
H -2.946 0.433 -0.396
H -2.258 0.266 1.199
H -1.470 1.957 -1.115
H 1.298 0.346 2.461
H -0.458 0.446 2.438
H 0.507 1.700 1.653
H 1.146 -2.005 1.538
H 0.277 -2.343 0.040
H -0.608 -1.878 1.502
H 2.612 -0.338 0.523
H 1.895 -0.709 -1.027
H 1.259 1.884 -0.569
H 2.383 1.319 -1.591
```

The relative energies come out as #1 79.2; #2 0.0, with values in kcal/mol.

#1
DFT (wB97M-V/def2-TZVPD) results for a cluster of 2 separate species, C4H14N2O in total.

- orbital gap (eV) = 9.02
- molecular weight (g mol⁻¹) = 106.17
- lowest unoccupied orbital energy (eV) = 0.92
- SMILES = CCNCCN.O

XYZ file:
```
21
C4H14N2O, DFT wB97M-V/def2-TZVPD
C 2.673 0.221 -1.547
C 1.174 0.010 -1.689
N 0.488 -0.090 -0.393
C -0.307 -1.129 0.243
C -0.386 -0.873 1.716
N -1.409 0.139 1.984
H 3.108 -0.669 -1.104
H 2.835 1.038 -0.819
H 3.152 0.542 -2.481
H 1.026 -0.968 -2.185
H 0.629 0.694 -2.350
H -0.028 0.773 -0.270
H 0.242 -2.070 0.145
H -1.294 -1.316 -0.223
H -0.663 -1.812 2.222
H 0.566 -0.508 2.107
H -1.186 0.928 2.563
H -2.321 -0.259 2.120
O -2.473 1.745 -0.251
H -3.304 2.209 -0.431
H -2.522 1.393 0.644
```

#2
DFT (wB97M-V/def2-TZVPD) results for a cluster of 2 separate species, C4H14N2O in total.

- orbital gap (eV) = 10.41
- molecular weight (g mol⁻¹) = 106.17
- lowest unoccupied orbital energy (eV) = 0.99
- SMILES = CC[C@@H](N)CN.O

XYZ file:
```
21
C4H14N2O, DFT wB97M-V/def2-TZVPD
C 2.026 0.879 0.585
C 0.549 1.149 0.688
C -0.326 0.129 -0.041
N 0.047 -1.272 0.233
C -1.814 0.413 0.355
N -2.700 -0.278 -0.593
H 2.411 1.032 -0.422
H 2.327 -0.080 1.002
H 2.587 1.604 1.189
H 0.203 1.324 1.712
H 0.347 2.121 0.226
H -0.421 0.343 -1.109
H -0.829 -1.775 0.187
H 0.263 -1.297 1.221
H -1.880 1.497 0.196
H -2.057 0.095 1.366
H -2.279 -0.364 -1.516
H -3.587 0.165 -0.664
O 1.726 -1.602 -1.848
H 2.106 -2.499 -1.821
H 1.301 -1.586 -0.948
```

The relative energies come out as #1 13.6; #2 0.0, with values in kcal/mol.

#1
DFT (wB97M-V/def2-TZVPD) results for a cluster of 2 separate species, H3O2 in total.

- orbital gap (eV) = 8.07
- molecular weight (g mol⁻¹) = 35.02
- lowest unoccupied orbital energy (eV) = 5.41
- charge = -1

XYZ file:
```
5
H3O2, DFT wB97M-V/def2-TZVPD
O -0.551 0.808 -0.906
H 0.246 0.584 -1.408
O 0.349 -1.059 0.956
H 0.448 -0.364 1.641
H -0.491 0.031 -0.283
```

#2
DFT (wB97M-V/def2-TZVPD) results for a cluster of 2 separate species, H3O2 in total.

- orbital gap (eV) = 8.48
- molecular weight (g mol⁻¹) = 35.02
- lowest unoccupied orbital energy (eV) = 5.52
- charge = -1

XYZ file:
```
5
H3O2, DFT wB97M-V/def2-TZVPD
O -0.105 1.286 0.009
H 0.320 1.446 -0.745
H 0.027 0.250 0.178
O 0.009 -1.279 -0.095
H -0.250 -1.702 0.653
```

The relative energies come out as #1 0.0; #2 4.7, with values in kcal/mol.

#1
DFT (wB97M-V/def2-TZVPD) results for a cluster of 2 separate species, C2H6O2S2 in total.

- orbital gap (eV) = 8.53
- molecular weight (g mol⁻¹) = 126.20
- lowest unoccupied orbital energy (eV) = -0.10
- SMILES = O=CO.CSS

XYZ file:
```
12
C2H6O2S2, DFT wB97M-V/def2-TZVPD
O -0.330 -2.037 -0.724
C 0.504 -1.805 0.172
O 1.879 -1.851 -0.006
H 0.195 -1.768 1.330
H 2.002 -0.895 -0.074
C -1.432 1.108 -0.770
S 0.118 1.796 -0.365
S 0.609 1.108 1.613
H -1.419 0.227 -1.477
H -1.920 0.787 0.138
H -2.124 1.733 -1.392
H 1.917 1.596 1.555
```

#2
DFT (wB97M-V/def2-TZVPD) results for the molecule C2H6O2S2.

- orbital gap (eV) = 9.83
- molecular weight (g mol⁻¹) = 126.20
- lowest unoccupied orbital energy (eV) = 0.51
- SMILES = CC(S)(S)OO

XYZ file:
```
12
C2H6O2S2, DFT wB97M-V/def2-TZVPD
C -0.183 0.892 -1.249
C -0.067 0.087 0.034
S 1.701 0.502 0.827
S -1.525 0.672 1.148
O -0.195 -1.224 -0.354
O -0.144 -2.227 0.682
H -0.211 0.258 -2.210
H 0.642 1.665 -1.437
H -0.972 1.617 -1.438
H 1.739 -0.542 1.777
H -0.748 1.290 2.060
H -0.037 -2.990 0.159
```

The relative energies come out as #1 0.0; #2 58.2, with values in kcal/mol.